Entry from the OMol25 dataset: a 11-piece molecular cluster, H22O11 overall (ωB97M-V/def2-TZVPD).

Molar mass in u: 198.2
E_LUMO in eV: -0.080
SMILES string: O.O.O.O.O.O.O.O.O.O.O
Energy above the lowest of the compared OMol25 structures with the same formula, charge and spin in eV: 2.6975
Total energy in Eh: -840.78100

Geometry as XYZ:
```
33
Properties=species:S:1:pos:R:3:forces:R:3
O 5.1087 -2.6365 0.2137 0.044 0.230 -0.008
H 5.7662 -3.2592 0.5238 0.192 -0.115 0.082
H 4.3236 -3.1660 0.0742 -0.255 -0.106 -0.100
O 0.6491 3.6904 3.6017 0.044 -0.288 -0.047
H 1.0651 4.3819 3.0868 0.124 0.165 -0.157
H 0.0795 4.1565 4.2136 -0.164 0.081 0.180
O 1.1049 -3.9727 -1.5869 0.186 -0.051 -0.185
H 0.6525 -4.6963 -1.1535 -0.136 -0.185 0.096
H 0.9210 -3.2110 -1.0372 -0.047 0.279 0.133
O 3.6321 -0.0429 5.0805 0.233 -0.032 0.014
H 3.0042 -0.5351 5.6094 -0.126 -0.147 0.141
H 3.0993 0.5987 4.6107 -0.117 0.196 -0.150
O -0.7235 4.0053 -1.5030 -0.256 0.097 0.090
H 0.0029 4.4750 -1.9128 0.177 0.116 -0.146
H -0.3319 3.1950 -1.1770 0.108 -0.257 0.059
O -4.1254 -0.5945 -1.7835 0.205 0.081 0.193
H -4.3806 -0.5322 -2.7040 -0.031 0.077 -0.270
H -4.8870 -0.9782 -1.3488 -0.201 -0.128 0.136
O 3.8339 2.6046 -1.6638 -0.170 0.046 -0.194
H 3.8508 2.0077 -0.9157 0.018 -0.263 0.163
H 4.1965 3.4234 -1.3257 0.129 0.211 0.038
O -2.9912 -4.9617 0.3525 0.153 0.130 0.154
H -3.7306 -4.6723 -0.1821 -0.176 0.114 -0.129
H -2.8455 -5.8703 0.0889 0.048 -0.249 -0.032
O -5.6996 2.1694 0.8546 -0.251 -0.058 0.098
H -5.2076 1.6263 0.2388 0.152 -0.142 -0.238
H -5.0541 2.7863 1.1994 0.137 0.184 0.084
O 0.2168 -0.0361 0.5133 0.194 -0.067 -0.193
H -0.6866 -0.3516 0.4879 -0.274 -0.110 -0.040
H 0.1968 0.7000 1.1248 0.046 0.196 0.224
O -0.2095 -0.0027 -4.8790 0.020 0.073 -0.240
H -0.8692 -0.6645 -4.6715 -0.130 -0.194 0.033
H 0.0384 0.3634 -4.0300 0.121 0.117 0.214
```
Positions in Å, forces in eV/Å.



Entry from the OMol25 dataset: a 10-piece molecular cluster, H22O11 overall (ωB97M-V/def2-TZVPD).

Molar mass in u: 198.2
E_LUMO in eV: -0.288
Energy above the lowest of the compared OMol25 structures with the same formula, charge and spin in eV: 8.9592
Total energy in Eh: -840.55089

Geometry as XYZ:
```
33
Properties=species:S:1:pos:R:3:forces:R:3
H 0.2790 -0.3274 0.0185 0.404 -0.575 -0.410
H -0.1960 -1.2972 -1.0510 -0.287 1.002 -0.850
H -2.2242 -2.3707 -4.4156 0.167 0.061 0.056
H -2.7384 -0.9422 -4.3442 0.054 -0.015 0.022
H 0.5056 -3.7255 -4.7536 0.013 0.051 0.069
H 1.4190 -2.5915 -4.3182 -0.118 0.037 0.067
H 1.8405 1.6790 1.0722 0.024 0.107 0.190
H 1.3262 2.7554 2.0139 -0.122 -0.070 -0.116
H -1.0146 0.7665 0.1650 -0.181 0.340 0.107
H -0.1571 1.1374 -1.0338 -0.037 -0.127 -0.187
H 0.2258 -1.3049 3.6799 0.302 0.082 0.099
H -0.5384 -0.1144 3.1244 0.144 0.085 0.169
H -3.1982 -0.3796 0.4863 -0.153 -0.087 -0.064
H -4.3431 0.1980 -0.3296 0.009 -0.079 0.023
H 3.1758 -0.9060 4.2154 -0.209 -0.004 0.044
H 2.8584 -1.8277 3.0493 -0.153 -0.033 -0.010
H 2.2463 3.9706 -0.6150 0.056 0.165 0.040
H 0.7762 3.7228 -0.3194 0.300 -0.167 -0.100
H -1.2198 2.9107 0.5311 -0.111 0.007 0.103
H -0.5410 4.2696 0.5814 -0.298 0.255 0.400
H 1.7649 -2.9248 0.3648 0.687 -1.203 0.861
H 0.3186 -2.5024 0.1653 1.074 -0.840 1.052
O 0.5746 -1.0716 -0.5179 -4.797 10.333 -9.505
O -1.9251 -1.4590 -4.3238 -0.288 0.084 -0.046
O 0.5819 -3.0182 -4.1034 0.176 -0.217 -0.096
O 1.1803 1.8382 1.7562 -0.113 -0.520 -0.058
O -0.9564 0.6568 -0.7908 -1.722 2.069 0.021
O -0.0863 -0.4244 3.9172 -0.424 -0.038 -0.168
O -4.0894 -0.5804 0.1791 0.100 0.133 0.005
O 2.5989 -1.6337 3.9571 0.329 -0.120 -0.094
O 1.6110 3.9427 0.1093 0.106 0.182 -0.451
O -1.2166 3.7409 1.0207 0.002 0.032 -0.279
O 1.1617 -2.1871 0.5097 5.067 -10.929 9.105
```
Positions in Å, forces in eV/Å.



Entry from the OMol25 dataset: a 11-piece molecular cluster, H22O11 overall (ωB97M-V/def2-TZVPD).

Molar mass in u: 198.2
E_LUMO in eV: -0.284
SMILES string: O.O.O.O.O.O.O.O.O.O.O
Energy above the lowest of the compared OMol25 structures with the same formula, charge and spin in eV: 2.9910
Total energy in Eh: -840.77022

Geometry as XYZ:
```
33
Properties=species:S:1:pos:R:3:forces:R:3
H 0.6649 0.1230 -1.0262 -0.090 -0.061 0.060
H -0.6396 -0.1894 -0.3117 0.084 -0.075 -0.119
H -4.5473 2.3091 -2.0568 0.064 -0.039 0.072
H -4.9058 0.8357 -2.1590 -0.009 0.063 0.087
H 2.1128 -2.2195 1.8145 0.093 -0.082 -0.068
H 3.6316 -2.1650 1.7996 0.069 0.246 0.075
H 3.7789 -2.8305 -1.7182 0.154 0.136 -0.011
H 3.7503 -2.9241 -0.2015 -0.227 0.152 0.193
H -2.9754 -2.6012 -2.6955 0.110 -0.029 0.049
H -2.9255 -1.3995 -1.7663 0.065 0.043 -0.044
H -1.3757 2.3365 0.1701 0.131 0.051 -0.180
H -0.5349 3.2762 -0.6785 -0.525 -0.220 0.007
H 4.3291 0.8757 2.2650 0.003 -0.080 -0.006
H 3.8405 0.3142 0.9399 0.059 -0.019 0.059
H -2.0706 0.6047 2.9415 0.070 0.048 0.129
H -3.2011 0.5356 3.9550 0.074 -0.019 0.063
H -4.3361 -2.1582 0.9449 -0.070 -0.060 0.041
H -5.2407 -3.2195 0.3403 -0.010 0.039 0.083
H 1.1264 3.5081 -0.3766 0.494 -0.150 0.495
H 1.7299 4.3509 0.7350 0.035 -0.119 0.014
H 2.6011 0.7798 -2.4231 0.143 0.086 -0.100
H 3.6898 0.1968 -1.5372 0.179 -0.235 -0.122
O -0.1132 0.5457 -0.6456 0.044 -0.450 -0.140
O -4.3350 1.4475 -1.6806 -0.044 -0.067 -0.133
O 2.8868 -2.6872 1.4811 -0.164 -0.130 0.322
O 4.1264 -2.4090 -0.9241 0.049 -0.034 -0.473
O -2.4955 -2.2444 -1.9396 -0.188 0.076 0.039
O -0.6659 2.9857 0.2312 -1.191 0.411 0.078
O 4.3211 0.0685 1.7384 -0.116 0.017 -0.004
O -2.2483 0.4177 3.8702 -0.136 -0.014 -0.188
O -5.2452 -2.4782 0.9564 0.111 0.006 -0.149
O 1.7272 3.4566 0.3754 1.012 0.460 -0.243
O 3.5390 0.5579 -2.4180 -0.275 0.050 0.115
```
Positions in Å, forces in eV/Å.



Entry from the OMol25 dataset: a 11-piece molecular cluster, H22O11 overall (ωB97M-V/def2-TZVPD).

Molar mass in u: 198.2
E_LUMO in eV: -0.122
SMILES string: O.O.O.O.O.O.O.O.O.O.O
Energy above the lowest of the compared OMol25 structures with the same formula, charge and spin in eV: 4.3710
Total energy in Eh: -840.71950

Geometry as XYZ:
```
33
Properties=species:S:1:pos:R:3:forces:R:3
H -0.6077 -0.1420 0.8132 0.673 -0.592 -0.020
H 0.5479 -0.6674 -0.0227 0.238 -0.306 -0.063
H 4.9954 -0.6980 1.0286 -0.044 -0.075 -0.130
H 3.7595 -1.3503 0.4312 0.026 0.054 0.017
H -1.1052 3.9172 -0.5802 -0.001 -0.028 -0.196
H -0.5056 3.6123 -1.9431 -0.034 -0.055 0.124
H 2.7947 2.3172 -1.9661 -0.087 -0.041 0.184
H 3.9101 1.4321 -2.4978 -0.008 -0.088 0.123
H -4.6884 -0.4398 -0.5803 0.228 0.137 0.036
H -4.3272 0.1814 0.7590 -0.040 0.017 -0.349
H 0.0667 -4.1904 -1.1277 0.101 0.077 -0.012
H 0.3584 -4.0587 -2.6135 0.088 0.059 0.033
H 1.0294 1.3071 0.7791 0.363 -0.027 0.150
H 0.1622 2.5316 1.0213 0.152 0.165 -0.151
H 2.5818 0.4247 2.6462 0.076 -0.048 -0.034
H 1.2415 -0.2887 2.5763 -0.128 -0.156 0.047
H -1.3734 -1.3005 2.2297 0.150 0.007 -0.095
H -1.9552 0.0861 2.0087 -0.250 -0.111 0.328
H -1.2071 0.3682 -0.7447 -0.099 -0.272 -0.086
H -1.8025 1.1743 0.3980 0.082 0.517 -0.599
H -2.0246 -2.3651 -0.3182 0.235 0.115 -0.195
H -2.1998 -2.1502 -1.8126 -0.077 -0.097 -0.012
O -0.3911 -0.8039 0.1469 3.038 -0.240 -0.157
O 4.7200 -1.3294 0.3544 0.024 0.015 0.117
O -0.2607 3.8114 -1.0324 -0.455 0.868 -0.497
O 3.3184 1.5391 -1.7444 0.029 0.097 -0.189
O -5.0443 0.1215 0.1178 -0.184 -0.143 0.233
O 0.4369 -3.5836 -1.7786 -0.143 -0.191 -0.056
O 0.6993 2.1023 0.3458 0.247 -0.793 0.683
O 2.1393 -0.3221 2.2272 -0.092 0.251 -0.074
O -1.1644 -0.3645 2.3258 -0.781 0.510 1.788
O -2.0217 0.7990 -0.4623 -1.543 1.734 0.189
O -2.0824 -1.6711 -0.9845 -1.783 -1.358 -1.134
```
Positions in Å, forces in eV/Å.